Entry 1:
{
  "formula": "C10H10BiBr2",
  "method": "ωB97M-V/def2-TZVPD",
  "species": ["C", "C", "C", "H", "C", "C", "H", "H", "H", "H", "Bi", "Br", "C", "C", "C", "H", "C", "C", "H", "H", "H", "H", "Br"],
  "xyz": [[-0.30136, 2.17568, -0.64705], [1.05550, 2.01952, -0.11679], [1.78126, 1.09611, -1.00828], [1.42913, 2.45245, 0.74586], [0.86178, 0.65544, -2.04730], [-0.43081, 1.30511, -1.82541], [-1.29903, 1.15417, -2.37805], [-1.05641, 2.75150, -0.22850], [2.75277, 0.75386, -0.86190], [1.06827, -0.05357, -2.78521], [0.02631, -0.11354, 0.01198], [-1.86217, 0.16132, 1.43339], [-5.38533, -1.22326, 1.31911], [-5.72641, -0.82499, -0.00979], [-5.89971, 0.59315, -0.01497], [-5.83451, -1.47489, -0.85279], [-5.66620, 1.07161, 1.31062], [-5.34775, -0.05093, 2.13569], [-5.12377, -0.01956, 3.18083], [-5.19291, -2.22326, 1.64639], [-6.16055, 1.19183, -0.86282], [-5.72129, 2.09118, 1.63058], [2.10594, -0.15541, 1.66783]],
  "atomic_forces_ev_per_a": [[2.9, -1.6, -2.3], [-1.3, -0.8, -4.1], [-2.7, 2.3, -2.2], [0.6, 0.7, 1.4], [0.5, 4.1, 0.7], [3.0, 1.8, 0.9], [-1.3, -0.2, -0.8], [-1.2, 0.7, 0.7], [1.2, -0.5, 0.2], [0.3, -0.9, -0.9], [0.2, -5.4, 1.8], [-3.4, 0.6, 2.7], [-0.3, 1.5, -0.5], [0.2, 0.9, 1.2], [0.4, -0.8, 1.2], [-0.1, -0.3, -0.4], [0.1, -1.5, -0.4], [-0.4, -0.1, -1.5], [0.1, 0.0, 0.5], [0.1, -0.5, 0.1], [-0.1, 0.3, -0.4], [0.0, 0.5, 0.1], [1.2, -0.8, 1.9]],
  "energy_ev": -156454.83858,
  "e_lumo_ev": 2.2797,
  "relative_energy_kj_mol": 222.35,
  "e_homo_ev": -2.47,
  "charge": -1,
  "orbital_gap_ev": 4.747
}

***

Entry 2:
{
  "formula": "C10H10BrClTc",
  "method": "ωB97M-V/def2-TZVPD",
  "species": ["C", "C", "C", "H", "C", "C", "H", "H", "H", "H", "Tc", "Br", "C", "C", "C", "H", "C", "C", "H", "H", "H", "H", "Cl"],
  "xyz": [[-1.17480, -0.75900, -1.81990], [-1.22420, -1.74670, -0.82670], [-1.93720, -1.21250, 0.27450], [-0.76380, -2.71670, -0.86570], [-2.34140, 0.09350, -0.05610], [-1.84440, 0.39480, -1.33200], [-1.96350, 1.33120, -1.84800], [-0.70030, -0.85280, -2.78010], [-2.09700, -1.69960, 1.21760], [-2.87650, 0.76590, 0.58570], [0.00000, 0.00000, 0.00000], [0.80730, -1.84390, 1.57970], [1.96790, 1.14370, 0.35340], [1.14740, 1.91110, -0.50930], [0.98500, 1.18550, -1.69760], [0.69430, 2.85520, -0.26910], [1.69130, -0.04000, -1.56910], [2.32250, -0.04040, -0.31670], [2.91620, -0.83670, 0.08800], [2.22970, 1.39600, 1.36340], [0.41510, 1.49800, -2.55380], [1.74630, -0.82660, -2.30080], [-0.50790, 1.08290, 1.97940]],
  "atomic_forces_ev_per_a": [[-1.1, 0.1, -1.5], [-0.1, -0.3, 0.2], [-0.7, -0.6, -0.1], [0.0, -0.1, 0.0], [0.1, -0.3, 0.4], [0.2, -0.3, -1.1], [0.0, 0.1, -0.1], [0.0, 0.0, -0.1], [0.0, 0.0, 0.1], [0.0, 0.1, 0.1], [-1.2, 1.8, 2.3], [0.8, -1.7, 1.0], [0.5, -0.2, -0.2], [0.0, 0.1, 0.0], [0.9, 0.1, -1.3], [-0.1, 0.1, 0.0], [0.1, 0.5, -1.0], [0.9, 0.0, 0.3], [0.0, 0.0, 0.0], [0.0, 0.0, 0.1], [0.0, 0.0, -0.1], [0.0, 0.0, -0.1], [-0.3, 0.7, 0.8]],
  "energy_ev": -95294.17293,
  "e_lumo_ev": [-0.3535, -1.3005],
  "relative_energy_kj_mol": 37.59,
  "multiplicity": 4,
  "e_homo_ev": [-6.41, -8.42],
  "charge": 0,
  "orbital_gap_ev": [6.060, 7.124]
}

***

Entry 3:
{
  "formula": "C10H10BrFHo",
  "method": "ωB97M-V/def2-TZVPD",
  "species": ["C", "C", "C", "H", "C", "C", "H", "H", "H", "H", "Ho", "Br", "C", "C", "C", "H", "C", "C", "H", "H", "H", "H", "F"],
  "xyz": [[-1.28212, -0.84201, -1.55712], [-1.59847, -1.94224, -0.71996], [-2.69529, -1.56956, 0.12567], [-1.21144, -2.95476, -0.83853], [-2.92407, -0.14605, -0.08511], [-2.06489, 0.25901, -1.15830], [-2.07552, 1.23613, -1.64880], [-0.59988, -0.86579, -2.41379], [-3.27323, -2.23035, 0.78168], [-3.75726, 0.42335, 0.33771], [-1.25627, -0.61320, 1.77654], [0.80194, -2.24734, 1.88450], [2.75853, 1.56387, -0.00671], [1.85458, 2.30280, -0.83487], [1.44080, 1.44648, -1.89628], [1.50908, 3.32207, -0.68214], [2.14906, 0.20997, -1.79093], [2.94584, 0.27399, -0.60175], [3.54350, -0.53639, -0.19317], [3.17829, 1.91779, 0.93274], [0.82498, 1.74210, -2.75288], [2.12080, -0.61839, -2.49511], [-0.95474, 1.32711, 2.07929]],
  "atomic_forces_ev_per_a": [[-0.1, -0.2, 0.5], [-0.9, 0.0, -0.3], [-0.1, 0.4, -0.5], [0.0, 0.4, 0.2], [-0.3, -0.7, -0.7], [-0.4, -0.2, 0.6], [0.2, -0.4, 0.5], [-0.1, 0.1, 0.8], [0.1, 0.1, -0.3], [0.3, -0.1, -0.2], [1.6, 0.7, -1.4], [0.0, -0.2, 0.4], [-0.5, -0.3, -0.9], [0.1, -1.1, 0.0], [0.8, 0.0, -0.1], [0.1, -0.2, 0.1], [0.1, 0.8, 1.0], [-0.7, 0.7, -0.3], [0.0, 0.1, -0.1], [0.0, -0.1, -0.2], [0.1, -0.1, 0.3], [-0.1, 0.1, 0.1], [-0.2, 0.0, 0.5]],
  "energy_ev": -109092.23832,
  "e_lumo_ev": [1.0395, 1.1044],
  "multiplicity": 5,
  "e_homo_ev": [-2.27, -2.27],
  "charge": -1,
  "orbital_gap_ev": [3.306, 3.371]
}

***

Entry 4:
{
  "formula": "C10H10BrFLa",
  "method": "ωB97M-V/def2-TZVPD",
  "species": ["C", "C", "C", "H", "C", "C", "H", "H", "H", "H", "La", "Br", "C", "C", "C", "H", "C", "C", "H", "H", "H", "H", "F"],
  "xyz": [[0.55901, -0.82023, -1.35753], [1.94413, -1.13546, -1.41773], [2.08733, -2.52874, -1.11952], [2.74088, -0.43346, -1.65671], [0.78590, -3.03440, -0.76908], [-0.15728, -1.97233, -0.96131], [-1.24381, -2.02440, -0.85611], [0.09742, 0.08562, -1.73054], [2.98363, -3.13279, -1.25665], [0.53674, -4.06066, -0.50334], [1.62256, -1.45754, 1.25464], [3.16166, 0.80238, 1.49191], [-1.53713, 2.38086, 1.80134], [-2.42399, 1.48305, 1.13259], [-2.10899, 1.51336, -0.25914], [-3.18876, 0.86700, 1.61055], [-1.02712, 2.43069, -0.46060], [-0.68787, 2.95651, 0.81903], [0.09022, 3.70397, 0.99991], [-1.57039, 2.66726, 2.85539], [-2.44079, 0.77688, -1.00076], [-0.49232, 2.62072, -1.38771], [0.26897, -1.68828, 2.77138]],
  "atomic_forces_ev_per_a": [[0.4, -0.4, -0.2], [-0.3, -0.7, -0.7], [-0.5, 0.1, -0.4], [-0.2, -0.3, -0.1], [-0.1, 0.4, -0.9], [0.6, -0.5, 0.2], [0.5, 0.0, 0.1], [0.1, 0.2, 0.7], [-0.1, 0.2, 0.3], [0.1, 0.2, -0.1], [0.3, 1.0, -0.7], [0.7, 0.6, 0.1], [-0.3, 0.0, -0.7], [0.6, 0.3, -0.3], [0.7, -0.1, 0.3], [0.2, 0.2, -0.2], [-0.4, -0.5, 1.1], [-0.1, 0.0, -0.2], [-0.3, -0.2, 0.0], [0.0, -0.2, -0.3], [-0.2, 0.4, 0.2], [-0.2, 0.0, 0.1], [-1.5, -0.6, 1.8]],
  "energy_ev": -84154.53296,
  "e_lumo_ev": 1.4572,
  "e_homo_ev": -2.51,
  "charge": -1,
  "orbital_gap_ev": 3.964
}

***

Entry 5:
{
  "formula": "C10H10BrN2O2",
  "method": "ωB97M-V/def2-TZVPD",
  "species": ["C", "C", "O", "C", "C", "Br", "C", "C", "C", "O", "N", "C", "C", "C", "N", "H", "H", "H", "H", "H", "H", "H", "H", "H", "H"],
  "xyz": [[1.24300, -3.85788, -0.06590], [2.11818, -2.61599, 0.19132], [3.25056, -2.63371, 0.55878], [1.47848, -1.27774, -0.04160], [2.04179, -0.01398, -0.01554], [3.89648, 0.27003, -0.17419], [1.05951, 0.99101, 0.07735], [1.29363, 2.49468, -0.04478], [0.13456, 3.46460, 0.06672], [2.54333, 2.80458, -0.17137], [-0.13337, 0.30152, 0.09568], [-1.50016, 0.51491, 0.23044], [-2.10004, -0.74640, 0.14925], [-1.08021, -1.70143, 0.01907], [0.09839, -1.05455, 0.07598], [0.84100, -4.41508, 0.77752], [1.87069, -4.58924, -0.56539], [0.33754, -3.57661, -0.68637], [-0.36933, 3.34187, 1.10834], [0.43640, 4.52497, -0.02671], [-0.58242, 3.17834, -0.68504], [2.84993, 3.66545, 0.11817], [-1.77496, 1.53976, 0.19189], [-3.19580, -0.81984, 0.02120], [-1.22270, -2.69616, 0.11391]],
  "atomic_forces_ev_per_a": [[-0.7, 0.6, -0.9], [-1.5, -0.2, 0.0], [0.8, -0.5, 0.1], [0.5, 0.9, 0.7], [1.6, -1.4, -0.3], [-0.5, -0.3, 0.1], [1.5, 4.9, -0.9], [-2.0, -4.4, 1.1], [0.5, -0.2, 1.9], [0.2, -0.2, -0.1], [-2.4, -0.9, 0.8], [2.1, -1.2, -0.9], [-0.5, 1.4, -0.6], [-0.8, 3.5, 0.8], [-0.5, 0.9, -0.8], [0.2, 0.5, 0.6], [0.0, 0.0, -0.4], [1.4, -0.6, 0.3], [0.8, 0.1, -1.7], [-0.1, -0.7, -0.1], [-0.4, 0.2, -0.4], [-0.4, 0.7, 0.0], [-0.9, 0.3, 0.2], [1.0, -0.5, 0.4], [0.0, -2.9, -0.1]],
  "energy_ev": -87640.15154,
  "e_lumo_ev": [-4.7740, -4.7682],
  "relative_energy_kj_mol": 0.00,
  "e_homo_ev": [-11.81, -11.81],
  "charge": 1,
  "smiles": "CC(=O)c1c(Br)/c(=C(/C)O)n2ccc[n+]12",
  "orbital_gap_ev": [7.031, 7.040]
}

***

Entry 6:
{
  "formula": "C10H10BrNO2",
  "method": "ωB97M-V/def2-TZVPD",
  "species": ["C", "C", "C", "C", "C", "C", "C", "C", "C", "C", "N", "O", "O", "Br", "H", "H", "H", "H", "H", "H", "H", "H", "H", "H"],
  "xyz": [[-1.31418, 2.96345, -0.77798], [-2.02691, 1.79797, -0.99665], [0.06176, 2.91754, -0.67406], [-1.34945, 0.56698, -0.97686], [0.71203, 1.69502, -0.67427], [0.01507, 0.45590, -0.76913], [-1.07923, -1.29651, 1.46362], [0.89397, -0.72291, -0.67919], [-0.13277, -0.45753, 1.99921], [1.86744, -2.81023, -0.04288], [0.67665, -1.86159, -0.18844], [-2.30421, -1.37736, 1.51065], [-0.35822, -2.25709, 0.43885], [1.58326, -0.87909, 2.59130], [-1.95652, 3.93388, -0.75215], [-3.15265, 1.76369, -1.12262], [0.75792, 3.77804, -0.36315], [-1.93604, -0.29689, -1.12663], [1.67208, 1.72326, -0.23538], [1.73984, -0.52080, -1.30189], [-0.81361, 0.13229, 2.71266], [1.66924, -3.74300, -0.59380], [2.84656, -2.36331, -0.35428], [1.92796, -3.14171, 0.91309]],
  "atomic_forces_ev_per_a": [[-2.2, 2.1, -0.6], [-0.5, -1.0, 0.1], [1.7, 0.8, 1.2], [-0.4, 0.3, -0.2], [-1.3, -0.6, 0.6], [0.4, 1.7, 0.0], [-1.0, 0.5, 0.5], [-1.7, 2.4, -1.7], [-3.3, 1.1, 1.9], [-0.2, 0.2, -3.5], [4.0, -1.2, 0.2], [2.6, -0.2, -0.8], [-2.6, -1.8, 0.4], [0.4, 0.0, 0.2], [1.6, -1.6, 0.1], [1.6, 0.3, 0.2], [-1.7, -1.0, -0.8], [-0.5, -1.0, 0.0], [1.4, -0.3, -0.3], [1.1, -0.7, 0.5], [1.9, -0.3, -0.7], [-0.1, 0.6, -0.4], [-1.2, -0.1, 0.1], [0.0, -0.3, 3.1]],
  "energy_ev": -86154.34895,
  "e_lumo_ev": -0.5407,
  "relative_energy_kj_mol": 192.51,
  "e_homo_ev": -7.29,
  "charge": 0,
  "orbital_gap_ev": 6.745
}